# 1
Computed, not measured: a molecular structure, C44H36Br3CsF4IN2OPSe5, with ωB97M-V with the def2-TZVPD basis set.

```
! wB97M-V def2-TZVPD RIJCOSX def2/J DEFGRID3
* xyz -2 1
Cs -0.39 0.91 -0.16
I 1.79 -2.37 -2.41
Br 3.77 -4.37 -4.61
Br -1.98 -1.45 2.50
Br 3.45 0.06 0.69
Se 2.14 5.14 -1.53
Se 2.90 3.29 -0.25
Se -0.02 5.76 -0.83
Se -1.58 4.01 -1.14
Se -1.58 -3.03 -0.94
P 0.01 1.22 3.20
F -3.74 -2.03 4.83
F -2.23 1.16 7.90
F -0.49 2.11 6.11
F -3.86 -0.91 7.25
O -2.78 -0.06 -1.21
N 0.16 1.22 -3.22
N 1.60 -1.94 1.02
C 1.19 -3.20 1.24
C 4.05 0.28 -4.95
C 0.62 3.26 -4.39
C 2.31 1.80 4.82
C -3.30 0.60 -2.35
C 2.90 -1.72 1.02
C 0.83 2.38 -3.34
C 1.54 0.87 4.13
C -0.55 5.79 3.08
C 3.85 -2.47 -4.72
C -0.32 2.94 -5.35
C 1.50 -5.65 1.63
C 2.05 -4.27 1.44
C 3.10 -1.67 -3.87
C -3.58 -6.58 -1.93
C -0.96 -5.75 -1.63
C 4.79 -0.54 -5.79
C 3.48 1.41 5.45
C -3.02 -0.15 -3.64
C -0.76 0.92 -4.13
C 3.21 -0.28 -4.00
C -2.93 -0.99 5.09
C 3.86 -2.71 1.22
C -1.24 -7.06 -1.98
C 0.62 5.19 2.65
C -1.98 -4.81 -1.41
C -1.42 3.63 3.69
C -1.53 -0.36 -3.94
C -0.23 3.03 3.29
C 3.41 -4.00 1.43
C -2.04 -0.51 4.14
C -2.55 -7.49 -2.13
C -1.20 0.58 4.44
C 3.11 -0.86 4.75
C -3.00 -0.43 6.35
C -1.58 5.00 3.59
C 3.89 0.08 5.42
C -3.30 -5.26 -1.58
C -2.17 0.62 6.68
C 4.69 -1.92 -5.67
C 1.95 -0.46 4.10
C -1.29 1.11 5.73
C 0.78 3.82 2.75
C -1.03 1.76 -5.21
H 2.01 2.84 4.84
H 1.38 -1.19 3.54
H -0.52 3.61 -6.18
H -0.70 6.85 2.97
H -3.49 0.40 -4.47
H -2.77 -8.51 -2.41
H -2.25 3.03 4.06
H -4.61 -6.89 -2.05
H 2.63 0.35 -3.34
H 3.42 -1.90 4.71
H 4.11 1.36 -5.02
H 5.27 -2.57 -6.32
H 4.13 -4.80 1.59
H 4.09 2.15 5.96
H -4.39 0.73 -2.23
H 4.81 -0.22 5.91
H -2.52 5.45 3.89
H -1.07 -0.94 -3.14
H -2.85 1.60 -2.37
H 5.45 -0.11 -6.53
H -1.79 1.47 -5.93
H 1.40 5.77 2.17
H -2.91 -1.03 -1.29
H -0.41 -7.75 -2.14
H 2.18 -6.28 2.21
H 0.12 -3.35 1.20
H 0.07 -5.42 -1.53
H -4.11 -4.56 -1.42
H 0.54 -5.63 2.15
H -3.51 -1.13 -3.60
H 1.18 4.19 -4.40
H 4.91 -2.45 1.19
H -1.44 -0.97 -4.84
H 1.33 -6.14 0.67
H 1.55 2.60 -2.56
H 1.68 3.38 2.33
*
```

Properties
HOMO energy: -0.04126 Ha
Orbital gap: 4.47 eV
Energy above the lowest of the compared OMol25 structures with the same formula, charge and spin: 7.5 kcal/mol
DFT total energy: -616910.8233 eV

# 2
Computed, not measured: a molecular structure, C44H36GaN13OS at a distorted geometry, with ωB97M-V with the def2-TZVPD basis set.

```
! wB97M-V def2-TZVPD RIJCOSX def2/J DEFGRID3
* xyz 2 1
Ga -0.03 2.33 0.19
S -0.81 2.65 3.28
O 0.00 -5.92 -1.01
N -2.04 2.83 -0.87
N -0.37 -5.57 1.12
N 0.75 0.46 0.85
N -3.57 3.30 2.33
N -1.69 -1.95 -3.91
N -1.43 2.65 1.68
N 1.44 -1.09 2.26
N 2.29 -1.02 1.22
N 0.07 -0.75 -3.48
N -1.58 -5.69 0.47
N 0.33 4.15 -0.55
N 1.66 2.95 1.43
N -0.79 -2.28 -4.85
C -2.91 -4.03 -3.54
C -3.28 -5.03 -4.43
C 2.67 2.24 2.22
C -3.41 2.10 6.33
C -2.37 -4.38 -2.31
C 3.29 -3.26 0.65
C 5.00 1.34 2.08
C 0.53 -5.66 0.21
C -2.65 3.03 1.41
C 1.92 -5.20 0.25
C 3.48 -1.87 1.23
C 4.01 2.09 0.04
C -4.68 2.85 4.44
C -1.16 -1.06 -3.08
C 0.25 -1.54 -4.57
C 1.18 6.21 -0.15
C -4.62 2.44 5.76
C 2.94 -5.80 -0.48
C 0.54 -0.19 2.02
C -2.16 -5.71 -1.98
C -2.24 2.16 5.58
C -0.14 5.01 -1.48
C 2.11 -3.96 0.85
C 5.18 1.78 -0.64
C 4.30 -3.85 -0.10
C -2.28 2.86 -2.18
C 6.28 1.29 0.04
C -1.33 -5.91 -0.77
C -3.51 2.92 3.70
C -4.55 3.46 -1.83
C 4.14 -5.13 -0.63
C -3.02 -2.57 -3.92
C 0.36 6.28 -1.27
C 1.15 4.89 0.28
C -2.30 2.57 4.27
C -4.30 3.48 -0.47
C 3.91 1.87 1.41
C -3.11 -6.36 -4.08
C 6.18 1.06 1.41
C -2.53 -6.71 -2.87
C -3.53 3.13 -2.71
C 1.86 -0.11 0.35
C 1.86 4.21 1.27
C -3.03 3.13 -0.02
H -0.28 0.02 2.70
H -5.63 3.10 3.98
H -1.44 2.62 -2.82
H 2.34 0.16 -0.57
H -3.42 -7.13 -4.77
H 1.73 7.01 0.31
H -5.09 3.75 0.21
H 1.16 -1.58 -5.14
H 3.18 2.51 -0.52
H 3.00 2.89 3.04
H 4.94 -5.58 -1.20
H 7.04 0.70 1.96
H -4.48 3.60 2.02
H 7.20 1.08 -0.48
H 4.29 -1.36 0.72
H 3.73 -1.95 2.29
H 0.16 7.15 -1.87
H 2.62 4.75 1.84
H -1.66 -0.65 -2.22
H -0.77 4.70 -2.30
H -2.07 -3.61 -1.60
H 2.78 -6.76 -0.95
H -3.66 -2.04 -3.22
H 1.30 -3.53 1.43
H -5.53 2.39 6.34
H 5.25 1.96 -1.71
H -3.69 3.08 -3.77
H -3.68 -4.77 -5.40
H 4.93 1.14 3.15
H 5.23 -3.32 -0.27
H -2.38 -7.75 -2.63
H -5.54 3.71 -2.20
H -3.42 -2.48 -4.92
H -3.36 1.78 7.36
H 2.24 1.36 2.68
H -1.29 1.89 6.03
*
```

Properties
HOMO energy: -0.47179 Ha
Orbital gap: 6.34 eV
Energy above the lowest of the compared OMol25 structures with the same formula, charge and spin: 82.6 kcal/mol
DFT total energy: -130829.4959 eV